ORCA calculation (ωB97M-V/def2-TZVPD) on 7 unconnected molecules or ions with the total composition C49H93BClF8N4O13S7.

Output
HOMO in hartree: -0.347
Relative energy (zero: lowest compared OMol25 entry of this formula, charge and spin) in kcal per mole: 61.0
HOMO-LUMO gap in eV: 7.721

Structure (ORCA input):
```
! wB97M-V def2-TZVPD RIJCOSX def2/J DEFGRID3
* xyz 1 1
C -1.49 0.71 3.40
C -1.02 0.89 2.13
C 0.47 1.15 1.74
S 1.37 0.93 3.34
C 0.49 2.58 1.07
C 0.52 3.67 2.17
C 1.75 4.36 2.80
C 1.26 5.07 4.09
C 3.06 3.65 3.16
C 1.30 2.83 -0.29
C 0.15 3.13 -1.32
C 0.32 3.16 -2.84
C 0.74 4.44 -3.54
F 0.37 4.29 -4.83
F 2.05 4.65 -3.59
F 0.08 5.50 -3.14
C 2.23 4.06 -0.24
C 1.73 5.51 -0.45
C 0.50 6.17 0.18
Cl 3.15 6.53 0.15
N 2.02 1.57 -0.77
C 3.06 1.80 -1.83
C 3.26 0.71 -2.86
N 2.01 0.26 -3.49
C 2.38 0.64 0.36
C 3.70 -0.16 0.31
F 3.85 -0.51 1.63
F 3.75 -1.25 -0.42
C 5.07 0.61 0.17
F 5.00 1.84 0.65
F 6.02 0.02 0.86
F 5.55 0.60 -1.07
C 1.10 -0.05 0.88
C -0.02 -0.47 -0.11
C 0.46 -1.32 -1.34
C -0.42 -2.58 -1.48
C -1.90 -2.28 -1.71
N -2.14 -1.25 -2.74
B 1.15 -1.43 1.68
N 2.06 -2.55 1.35
O 0.19 -1.77 2.64
H -2.03 1.52 3.90
H -1.31 -0.22 3.94
H -1.78 0.90 1.34
H 0.85 1.82 4.22
H -0.56 2.66 0.79
H -0.17 4.47 1.91
H -0.07 3.25 2.99
H 2.05 5.21 2.17
H 1.89 5.93 4.33
H 1.17 4.35 4.91
H 0.26 5.48 3.92
H 3.38 2.88 2.45
H 2.97 3.18 4.14
H 3.86 4.38 3.25
H -0.54 2.29 -1.20
H -0.46 3.98 -1.00
H 0.92 2.36 -3.30
H -0.66 2.97 -3.28
H 2.87 3.94 0.64
H 3.02 4.05 -1.00
H 1.74 5.79 -1.49
H 0.27 7.06 -0.40
H -0.43 5.61 0.24
H 0.70 6.55 1.18
H 1.28 1.16 -1.38
H 3.98 2.23 -1.43
H 2.78 2.65 -2.44
H 3.85 1.18 -3.66
H 3.88 -0.15 -2.59
H 2.10 0.35 -4.49
H 1.97 -0.74 -3.35
H 2.71 1.37 1.11
H -0.65 0.36 -0.48
H -0.75 -1.12 0.39
H 1.52 -1.56 -1.31
H 0.19 -0.74 -2.22
H -0.36 -3.19 -0.56
H -0.07 -3.22 -2.29
H -2.35 -1.93 -0.77
H -2.45 -3.17 -2.02
H -3.13 -1.11 -2.88
H -1.80 -0.35 -2.42
H 2.43 -2.96 2.20
H 1.60 -3.25 0.78
H 0.60 -1.88 3.51
C -6.19 -1.03 3.53
C -6.51 -1.93 4.74
C -5.17 -2.31 5.39
S -4.03 -0.98 5.02
O -2.99 -1.50 4.15
O -3.72 -0.25 6.22
C -5.16 -0.02 4.02
H -7.09 -0.54 3.14
H -5.77 -1.62 2.73
H -7.11 -1.36 5.45
H -7.07 -2.81 4.46
H -5.26 -2.41 6.47
H -4.78 -3.23 4.97
H -4.62 0.47 3.22
H -5.62 0.73 4.68
C -6.81 -2.11 10.51
C -7.84 -1.21 11.19
C -8.38 -0.24 10.14
S -8.23 -1.09 8.56
O -7.27 -0.39 7.74
O -9.55 -1.43 8.07
C -7.45 -2.57 9.20
H -6.53 -2.96 11.13
H -5.90 -1.54 10.29
H -8.65 -1.82 11.58
H -7.40 -0.67 12.04
H -9.42 0.01 10.31
H -7.78 0.67 10.08
H -6.74 -2.95 8.48
H -8.24 -3.30 9.39
C -5.96 -7.06 1.59
C -4.76 -7.01 2.53
C -4.06 -5.66 2.32
S -5.33 -4.52 1.77
O -5.05 -4.12 0.42
O -5.58 -3.55 2.81
C -6.67 -5.71 1.75
H -6.63 -7.88 1.83
H -5.62 -7.18 0.56
H -5.10 -7.08 3.57
H -4.07 -7.84 2.36
H -3.61 -5.28 3.23
H -3.31 -5.72 1.53
H -7.35 -5.48 0.93
H -7.19 -5.64 2.70
C 1.99 -4.18 -7.72
C 0.91 -3.09 -7.70
C 0.87 -2.51 -6.28
S 2.52 -2.72 -5.60
O 2.45 -3.64 -4.49
O 3.15 -1.42 -5.48
C 3.20 -3.57 -7.02
H 2.22 -4.49 -8.72
H 1.64 -5.06 -7.16
H 1.16 -2.31 -8.41
H -0.07 -3.48 -7.99
H 0.61 -1.45 -6.28
H 0.17 -3.06 -5.64
H 3.92 -4.31 -6.68
H 3.69 -2.83 -7.65
C 8.20 5.72 1.46
C 8.01 4.63 2.52
C 7.40 5.29 3.76
S 6.47 6.70 3.17
O 7.08 7.90 3.66
O 5.05 6.44 3.34
C 6.89 6.51 1.44
H 8.42 5.30 0.48
H 9.02 6.38 1.75
H 7.33 3.86 2.14
H 8.95 4.13 2.76
H 6.73 4.62 4.30
H 8.17 5.66 4.44
H 6.98 7.48 0.97
H 6.09 5.93 0.97
C 3.34 -2.21 -12.47
C 3.57 -3.59 -13.11
C 2.67 -4.59 -12.37
S 1.27 -3.65 -11.77
O 1.30 -3.64 -10.32
O 0.09 -4.03 -12.49
C 1.83 -2.05 -12.35
H 3.78 -1.41 -13.07
H 3.80 -2.18 -11.48
H 3.29 -3.55 -14.16
H 4.62 -3.89 -13.06
H 2.32 -5.38 -13.03
H 3.18 -5.02 -11.51
H 1.53 -1.28 -11.65
H 1.37 -1.88 -13.32
*
```

ORCA calculation (ωB97M-V/def2-TZVPD) on 2 unconnected molecules or ions with the total composition C4Br2F6.

Output
HOMO (spin up / spin down) in hartree: -0.349 / -0.343
HOMO-LUMO gap (spin up / spin down) in eV: 8.336 / 8.116

Structure (ORCA input):
```
! wB97M-V def2-TZVPD RIJCOSX def2/J DEFGRID3
* xyz 0 1
C -1.87 0.35 -0.02
C -1.91 1.64 -0.24
C 0.97 -1.23 0.79
C 1.67 -0.27 -0.14
F -3.04 2.28 -0.29
F -0.89 2.51 -0.55
F 1.58 -1.41 1.95
F 1.99 0.91 0.50
F 2.82 -0.86 -0.57
F 0.93 0.00 -1.24
Br -2.59 -1.26 -0.04
Br 0.33 -2.67 -0.14
*
```

ORCA calculation (ωB97M-V/def2-TZVPD) on 2 unconnected molecules or ions with the total composition C4BrF8NO.

Output
HOMO (spin up / spin down) in hartree: -0.322 / -0.295
Relative energy (zero: lowest compared OMol25 entry of this formula, charge and spin) in kcal per mole: 19.3
HOMO-LUMO gap (spin up / spin down) in eV: 9.027 / 8.083

Structure (ORCA input):
```
! wB97M-V def2-TZVPD RIJCOSX def2/J DEFGRID3
* xyz 0 1
C 0.54 -1.13 0.53
C -3.05 -0.49 -0.29
C 2.55 0.05 -0.16
C 0.50 1.23 0.14
N 1.22 -0.04 0.20
O -1.99 -0.17 0.01
F -0.30 -1.02 1.52
F -3.43 -1.36 -1.21
F -4.24 -0.08 0.27
F 3.20 -1.11 -0.02
F 2.87 0.63 -1.34
F -0.13 1.49 1.30
F 1.36 2.17 0.07
F -0.35 1.32 -0.82
Br 1.06 -2.88 0.04
*
```

ORCA calculation (ωB97M-V/def2-TZVPD) on a molecular structure, C4Cl2.

Output
<S²>: 2.03
HOMO (spin up / spin down) in hartree: -0.287 / -0.361
Relative energy (zero: lowest compared OMol25 entry of this formula, charge and spin) in kcal per mole: 0.0
HOMO-LUMO gap (spin up / spin down) in eV: 8.174 / 7.132

Structure (ORCA input):
```
! wB97M-V def2-TZVPD RIJCOSX def2/J DEFGRID3
* xyz 0 3
C -0.23 -1.45 -0.52
C 0.98 -0.92 0.30
C 0.18 0.15 0.68
C -0.36 -0.06 -0.64
Cl -0.24 1.14 1.98
Cl -0.34 1.14 -1.79
*
```

ORCA calculation (ωB97M-V/def2-TZVPD) on a molecular structure, C4F12KO12S4.

Output
HOMO in hartree: -0.046
Relative energy (zero: lowest compared OMol25 entry of this formula, charge and spin) in kcal per mole: 43.6
HOMO-LUMO gap in eV: 7.456

Structure (ORCA input):
```
! wB97M-V def2-TZVPD RIJCOSX def2/J DEFGRID3
* xyz -3 1
K 0.44 0.55 0.00
C 0.20 2.32 4.74
F 0.17 3.61 4.65
F 0.41 1.90 6.03
F -1.01 1.88 4.38
S 1.49 1.61 3.47
O 1.01 2.04 2.14
O 2.74 2.32 3.79
O 1.53 0.15 3.59
C -1.74 -3.82 2.31
F -1.59 -3.27 3.44
F -1.22 -5.05 2.30
F -3.02 -3.89 1.97
S -0.68 -2.88 0.90
O 0.70 -2.83 1.27
O -0.84 -3.62 -0.35
O -1.23 -1.52 0.80
C 0.94 -1.34 -3.35
F 1.59 -0.58 -4.29
F 1.28 -0.87 -2.14
F -0.39 -1.27 -3.47
S 1.54 -3.21 -3.47
O 1.57 -3.76 -2.14
O 0.48 -3.85 -4.26
O 2.86 -3.12 -4.12
C -1.71 3.83 -1.96
F -1.51 4.93 -1.25
F -2.32 2.92 -1.19
F -2.55 4.11 -2.98
S -0.02 3.26 -2.61
O 0.54 4.42 -3.31
O 0.68 2.86 -1.38
O -0.33 2.20 -3.50
*
```

ORCA calculation (ωB97M-V/def2-TZVPD) on a molecular structure, C4H10.

Output
HOMO in hartree: -0.379
Relative energy (zero: lowest compared OMol25 entry of this formula, charge and spin) in kcal per mole: 60.8
HOMO-LUMO gap in eV: 11.508

Structure (ORCA input):
```
! wB97M-V def2-TZVPD RIJCOSX def2/J DEFGRID3
* xyz 0 1
C 1.64 -0.55 -0.13
C 0.66 0.53 0.34
C -0.64 0.54 -0.40
C -1.62 -0.58 0.09
H 1.95 -0.27 -1.26
H 1.12 -1.33 -0.09
H 2.63 -0.41 0.37
H 0.49 0.45 1.57
H 1.18 1.58 0.18
H -0.70 0.68 -1.47
H -1.26 1.71 0.02
H -1.12 -1.60 -0.03
H -1.76 -0.36 1.15
H -2.57 -0.38 -0.34
*
```

ORCA calculation (ωB97M-V/def2-TZVPD) on a single C4H10 molecule.

Output
HOMO in hartree: -0.398
SMILES: CCCC
Relative energy (zero: lowest compared OMol25 entry of this formula, charge and spin) in kcal per mole: 79.3
HOMO-LUMO gap in eV: 12.023

Structure (ORCA input):
```
! wB97M-V def2-TZVPD RIJCOSX def2/J DEFGRID3
* xyz 0 1
C -1.69 0.35 0.08
C -0.59 -0.49 -0.47
C 0.62 -0.54 0.35
C 1.81 0.37 -0.19
H -1.90 -0.20 1.28
H -2.79 0.29 -0.52
H -1.63 1.57 0.28
H -0.34 0.05 -1.27
H -1.01 -1.35 -0.62
H 0.94 -1.47 0.23
H 0.44 -0.34 1.45
H 1.93 0.03 -1.22
H 2.73 0.31 0.72
H 1.49 1.40 -0.09
*
```

ORCA calculation (ωB97M-V/def2-TZVPD) on a molecular structure, C4H10Br3O7PS.

Output
HOMO in hartree: -0.328
Relative energy (zero: lowest compared OMol25 entry of this formula, charge and spin) in kcal per mole: 26.0
HOMO-LUMO gap in eV: 8.131

Structure (ORCA input):
```
! wB97M-V def2-TZVPD RIJCOSX def2/J DEFGRID3
* xyz 0 1
O 2.82 -1.20 1.09
P 1.97 -0.69 0.03
O 2.89 -0.64 -1.27
O 0.82 -1.78 -0.22
O 1.25 0.74 0.34
C 0.92 1.58 -0.78
C -0.29 1.09 -1.56
C -1.55 1.01 -0.70
S -2.81 -0.14 -1.30
O -3.63 0.57 -2.22
O -3.48 -0.69 -0.18
O -2.09 -1.34 -2.04
H 2.40 -0.60 -2.11
H 0.94 -2.14 -1.11
H 1.75 1.66 -1.48
H 0.76 2.58 -0.40
H -0.46 1.75 -2.41
H -0.08 0.09 -1.95
H -1.37 0.73 0.33
H -2.09 1.96 -0.69
H -1.56 -1.03 -2.78
C 0.48 -0.75 4.23
Br 1.41 -2.17 5.14
Br -0.06 0.64 5.47
Br 1.50 -0.08 2.73
H -0.43 -1.17 3.83
*
```

Calculated total energy across the listed records, respectively: -7190.883089 -5899.455133 -3655.241792 -1072.482938 -4446.566002 -158.305945 -158.276531 -9146.705256 hartree.